No. 1
C4H13N3 | wB97M-V/def2-TZVPD

Geometry as XYZ:
```
20
Properties=species:S:1:pos:R:3:forces:R:3:lowdin_charge:R:1
N 1.619130 0.533607 -1.420570 -2.0 -1.7 0.8 0.146
C 0.889335 0.010651 -0.254847 2.6 1.4 0.2 -0.464
C -0.187000 1.054399 -0.015655 -1.9 0.0 0.0 -0.177
C -1.398892 0.786211 0.932576 -1.7 0.4 -2.8 -0.389
N -1.301048 0.916129 2.381644 2.6 -3.1 -2.0 -0.018
C 0.371789 -1.378290 -0.633570 -1.3 -1.0 -0.5 -0.303
N -0.035669 -1.284783 -2.038636 0.3 -0.6 1.4 0.052
H 0.309905 -1.260382 1.817473 0.1 0.4 -0.4 0.205
H 2.553760 0.662264 -1.147061 1.7 0.9 0.5 0.034
H 1.576743 0.012534 0.649003 -0.8 -0.5 -0.5 0.134
H -0.613247 1.228881 -1.003634 -0.2 0.0 0.0 0.114
H 0.212492 1.987951 0.268991 1.0 1.1 0.4 0.098
H -2.141665 1.470044 0.556872 -0.6 0.3 -0.4 0.098
H -1.770446 -0.207465 0.668720 -0.2 0.0 0.3 0.095
H -1.032053 1.885174 2.537349 1.0 -0.3 0.3 0.051
H -0.457935 0.139919 2.007475 -0.8 2.0 4.2 0.057
H 1.183798 -2.092413 -0.452361 -0.1 0.2 0.0 0.111
H -0.483507 -1.715446 -0.038343 0.1 -0.2 0.1 0.063
H 0.070466 -2.178233 -2.520149 -0.1 0.4 0.1 0.088
H 0.634043 -0.570754 -2.295278 0.3 0.3 -1.7 0.006
```
Forces are in eV/Å.

Values from the calculation:
**ΔE to the lowest compared entry with this formula, charge and spin**: 10.414 eV
**DFT total energy**: -8818.9988 eV

***

No. 2
C4H13N3 | wB97M-V/def2-TZVPD

Geometry as XYZ:
```
20
Properties=species:S:1:pos:R:3:forces:R:3:lowdin_charge:R:1
N 2.522144 -1.605043 -1.887540 0.5 -1.8 -0.9 -0.032
C 2.140618 -0.887697 -0.745878 -1.3 4.3 1.6 -0.327
C 0.720369 -1.349641 -0.192259 1.5 4.4 0.7 -0.173
N 0.090137 -0.007755 0.217324 1.5 -1.7 0.8 -0.126
C -1.325434 -0.037861 0.511078 -0.3 -0.3 -1.7 -0.306
C -1.650072 1.260132 1.269337 -2.2 0.8 -2.6 -0.171
N -1.920924 2.576599 0.261577 0.9 -3.2 2.0 0.004
H 2.459075 -1.054218 -2.730604 0.0 0.0 0.1 0.069
H 1.848781 -2.368243 -1.978850 0.7 0.1 -0.4 0.066
H 2.831600 -0.714137 0.148881 -0.2 -1.4 -1.1 0.104
H 2.113359 0.299421 -1.036426 -0.6 -2.7 0.5 0.144
H 0.848021 -2.029533 0.629097 -0.2 -0.5 0.5 0.097
H 0.081130 -1.728371 -0.923567 -0.8 -0.9 -1.5 0.077
H 0.646803 0.267256 1.046118 -0.7 0.0 -0.5 0.100
H -1.651980 -0.918804 1.125755 0.2 0.6 -0.2 0.108
H -1.792328 -0.181643 -0.559866 0.2 0.6 2.2 0.145
H -0.770085 1.372893 1.915144 -0.8 0.7 0.3 0.090
H -2.669967 1.102806 1.724990 1.5 0.3 0.4 0.102
H -2.915658 2.664396 0.381407 -0.6 0.0 -0.4 0.017
H -1.605589 3.339442 0.824282 0.6 0.8 0.3 0.013
```
Forces are in eV/Å.

Values from the calculation:
**ΔE to the lowest compared entry with this formula, charge and spin**: 2.819 eV
**DFT total energy**: -8826.5940 eV

***

No. 3
C4H13N3 | wB97M-V/def2-TZVPD

Geometry as XYZ:
```
20
Properties=species:S:1:pos:R:3:forces:R:3:lowdin_charge:R:1
N -2.655632 0.093103 0.200183 -1.6 -1.1 0.4 -0.036
C -2.251020 -1.209709 0.790464 2.0 0.2 -3.1 -0.275
C -0.742141 -0.899061 1.174493 -0.5 -0.9 -2.0 -0.191
N 0.167231 -0.522873 -0.068166 -2.4 1.7 0.6 -0.086
C 1.574902 -0.168942 0.269498 -0.7 0.8 1.0 -0.268
C 2.120371 0.582697 -0.936261 0.4 -3.3 -1.2 -0.362
N 1.805369 1.929571 -1.149651 0.3 3.5 -0.1 -0.030
H -3.604525 0.126383 -0.260687 1.9 -0.1 0.3 0.091
H -1.848751 0.325446 -0.353602 -1.0 0.6 -0.8 0.007
H -3.025412 -1.585713 1.460585 0.8 0.2 0.7 0.097
H -1.992287 -2.070240 0.052022 -1.3 1.2 0.4 0.111
H -0.375865 -1.918661 1.304827 0.6 0.5 1.6 0.101
H -0.838489 -0.096326 1.883470 1.0 0.0 0.9 0.095
H -0.271681 0.355372 -0.597727 1.7 -2.3 1.7 0.116
H 2.228531 -1.021678 0.575519 -0.8 0.0 -1.0 0.114
H 1.722758 0.470280 1.175691 -0.7 0.1 -0.5 0.113
H 1.752659 0.027112 -1.834103 0.6 -0.4 0.6 0.115
H 3.206717 0.380749 -0.849763 -0.3 0.8 -0.5 0.118
H 2.635888 2.403430 -1.530608 -0.9 -0.1 0.4 0.076
H 0.978996 2.275329 -1.691342 1.1 -1.3 0.7 0.092
```
Forces are in eV/Å.

Values from the calculation:
**ΔE to the lowest compared entry with this formula, charge and spin**: 2.885 eV
**DFT total energy**: -8826.5278 eV

***

No. 4
C4H13N3 | wB97M-V/def2-TZVPD

Geometry as XYZ:
```
20
Properties=species:S:1:pos:R:3:forces:R:3:lowdin_charge:R:1
N -1.213010 -1.570180 1.876355 -0.7 -1.1 -1.3 -0.008
C -0.162919 -2.327005 1.128695 0.1 0.6 -0.9 -0.267
C 0.744252 -1.240482 0.556594 1.1 1.0 0.0 -0.273
N 0.119909 -0.328462 -0.438066 -0.2 0.1 0.5 -0.102
C 1.073408 0.756745 -0.935270 -2.6 -2.0 0.8 -0.190
C 0.122698 1.802714 -1.560813 1.7 1.4 -0.7 -0.286
N -0.506111 2.756824 -0.657224 -0.1 -1.6 0.8 -0.006
H -2.055205 -2.154990 1.968099 0.6 -0.1 0.5 0.068
H -1.549331 -0.985076 1.114562 -0.2 0.6 0.4 0.034
H 0.363946 -3.021345 1.780073 0.2 0.2 0.1 0.100
H -0.472543 -2.906291 0.223292 -0.5 0.2 0.8 0.112
H 1.668835 -1.602179 0.120966 -0.1 -0.8 -0.7 0.105
H 1.229955 -0.663762 1.345877 -0.6 0.3 0.8 0.102
H -0.638719 0.212615 -0.006236 0.4 -0.5 0.1 0.070
H 1.618637 0.185261 -1.690300 0.6 0.8 0.0 0.109
H 1.615294 1.043774 -0.029281 0.5 0.7 -0.6 0.107
H -0.590231 1.249660 -2.181042 0.0 0.1 0.1 0.107
H 0.730729 2.424748 -2.239093 -0.2 -0.4 -0.1 0.107
H -0.444837 3.746892 -0.789605 0.0 -0.1 -0.4 0.058
H -1.396754 2.430588 -0.323755 -0.1 0.5 0.1 0.055
```
Forces are in eV/Å.

Values from the calculation:
**ΔE to the lowest compared entry with this formula, charge and spin**: 1.558 eV
**DFT total energy**: -8827.8551 eV

***

No. 5
C4H13N3 | wB97M-V/def2-TZVPD

Geometry as XYZ:
```
20
Properties=species:S:1:pos:R:3:forces:R:3:lowdin_charge:R:1
C 1.065571 1.133756 0.044484 0.6 2.2 -1.9 -0.115
C -0.233909 0.387365 0.016817 -1.7 1.8 2.0 -0.397
C -1.041293 0.682496 1.509229 2.4 -3.3 -2.2 -0.270
N -1.703958 1.940107 1.478168 -0.2 2.3 1.8 -0.057
N 0.047482 -1.013727 -0.167494 -0.9 -0.9 -0.2 -0.058
C 0.349174 -1.369711 -1.550602 3.4 4.3 1.0 -0.388
N 0.948206 -2.613981 -1.708690 -0.7 -3.0 2.3 0.017
H 0.898730 2.180549 0.440305 0.4 -0.8 -0.8 0.080
H 1.791053 0.679830 0.683789 0.4 -0.5 0.6 0.058
H 1.559921 1.161969 -1.024540 -1.0 0.3 2.1 0.103
H -0.928961 0.950640 -0.697551 0.8 -1.7 0.3 0.153
H -0.093916 0.601241 2.133856 -1.5 0.0 0.3 0.101
H -1.725500 -0.244890 1.598321 1.0 1.8 0.2 0.122
H -2.256641 2.173308 2.380158 1.3 -0.8 -1.9 0.107
H -0.958226 2.691120 1.444489 -1.3 -1.0 0.0 0.078
H 0.779435 -1.346608 0.434504 0.4 0.4 0.4 0.103
H 1.062021 -0.582794 -2.011312 -0.9 -0.9 0.5 0.122
H -0.550636 -1.183342 -1.928431 -3.7 0.1 -2.7 0.071
H 0.341903 -3.173176 -2.286844 0.1 -0.2 -0.8 0.067
H 0.649546 -3.054151 -0.788656 1.0 0.0 -1.1 0.099
```
Forces are in eV/Å.

Values from the calculation:
**ΔE to the lowest compared entry with this formula, charge and spin**: 2.504 eV
**DFT total energy**: -8826.9091 eV

***

No. 6
C4H13N3 | wB97M-V/def2-TZVPD

Geometry as XYZ:
```
20
Properties=species:S:1:pos:R:3:forces:R:3:lowdin_charge:R:1
C -2.109511 -0.989948 -0.569433 0.3 -0.8 0.9 -0.240
C -0.692323 -1.470923 -0.909207 -2.0 1.4 -1.2 -0.166
N -0.000730 -0.387076 -1.659468 1.2 -3.5 3.4 0.288
N -2.526818 -1.732436 0.656099 -0.8 1.2 -1.2 0.033
H -2.067401 0.108219 -0.465008 -0.3 0.0 0.1 0.119
H -2.789959 -1.214730 -1.406107 0.3 0.0 0.3 0.134
H -0.161798 -1.675205 0.047760 0.4 0.3 -0.3 0.170
H -0.732577 -2.378995 -1.477761 0.3 -0.5 -0.3 0.130
H 0.866587 -0.865627 -1.930461 0.0 0.9 -1.4 0.138
H 0.237642 0.300531 -0.941842 -0.1 1.4 -0.4 0.081
H -1.975021 -1.426958 1.447069 -0.1 0.0 0.2 0.075
H -3.524407 -1.514042 0.844798 1.0 -0.4 0.0 0.105
C 1.464270 2.064185 1.580250 -0.1 -0.1 1.4 -0.143
C 2.520617 1.054600 -0.234094 -1.1 -0.6 1.8 -0.032
N 1.678378 0.908788 0.744116 1.6 0.0 -2.5 -0.100
H 0.404790 2.171604 1.572854 -1.0 0.5 0.1 0.059
H 1.908550 3.038330 1.300753 0.2 -0.7 -0.1 0.094
H 1.683617 1.810344 2.652862 0.1 0.2 -1.0 0.107
H 2.742017 0.225881 -0.918540 -0.1 0.2 0.3 0.067
H 3.074077 1.973455 -0.334641 0.3 0.3 -0.3 0.079
```
Forces are in eV/Å.

Values from the calculation:
**ΔE to the lowest compared entry with this formula, charge and spin**: 2.593 eV
**DFT total energy**: -8818.4112 eV
**2S+1**: 2
**Net charge**: +1

***

No. 7
C4H13N3 | wB97M-V/def2-TZVPD

Geometry as XYZ:
```
20
Properties=species:S:1:pos:R:3:forces:R:3:lowdin_charge:R:1
C 1.731998 -0.554639 0.055382 -0.7 0.6 0.1 -0.158
C 0.416432 -0.410311 -0.678435 -0.8 -1.0 -0.8 -0.226
C -0.574126 0.484045 -0.037162 1.2 0.4 0.1 -0.427
C -1.873406 0.020269 0.268990 -0.3 0.4 0.8 -0.159
N -2.826912 1.064155 0.739914 -0.7 -1.3 0.1 0.117
N -0.132844 1.816259 0.240763 -0.9 -0.2 -0.7 0.019
N 2.458096 -1.759306 -0.463727 0.3 -0.7 0.1 0.180
H 2.344452 0.325666 -0.088667 0.3 0.0 0.0 0.127
H 1.521356 -0.699101 1.111764 0.3 -0.1 0.1 0.139
H -0.046027 -1.407442 -0.762098 0.0 0.0 0.3 0.112
H 0.614515 -0.203998 -1.753039 0.3 0.4 0.1 0.116
H -2.385149 -0.872222 -0.043512 0.2 -0.1 -0.3 0.068
H -3.410407 0.636868 1.462724 0.4 0.3 0.3 0.150
H -2.299869 1.851776 1.116609 0.0 0.2 -0.2 0.135
H -3.529062 1.349088 0.055066 0.3 0.7 -0.4 0.146
H -0.021882 2.398362 -0.573937 0.1 0.4 0.3 0.076
H 0.166708 2.213713 1.114455 0.2 -0.3 0.1 0.071
H 2.442686 -1.831743 -1.484974 0.1 0.4 0.0 0.169
H 1.976475 -2.600036 -0.139010 0.0 0.0 0.1 0.171
H 3.426974 -1.821407 -0.141112 -0.1 0.1 -0.1 0.173
```
Forces are in eV/Å.

Values from the calculation:
**ΔE to the lowest compared entry with this formula, charge and spin**: 1.936 eV
**DFT total energy**: -8819.0679 eV
**2S+1**: 2
**Net charge**: +1

***

No. 8
C4H13N3 | wB97M-V/def2-TZVPD

Geometry as XYZ:
```
20
Properties=species:S:1:pos:R:3:forces:R:3:lowdin_charge:R:1
C 0.836306 -1.262980 0.436527 2.2 -1.3 6.2 -0.002
N 0.439246 0.026322 -0.023745 -2.6 0.6 -2.4 -0.322
C 1.056562 0.231384 -1.376584 -2.8 0.5 -3.5 0.031
C 0.902304 1.083821 0.839467 -0.5 2.9 0.8 0.023
C -1.090907 0.129962 -0.014031 0.1 -1.8 0.6 -0.279
N -1.685402 -0.046237 1.150896 -1.0 -0.3 1.8 0.244
N -1.774540 0.164555 -1.120366 -3.4 -0.8 2.7 0.296
H 1.834880 -1.177873 1.035530 -1.4 0.2 -1.5 0.185
H 0.244425 -1.743232 1.264136 -0.2 1.1 -0.8 0.144
H 0.945056 -2.026410 -0.215894 0.2 -1.8 -2.9 0.087
H 2.041774 -0.063282 -1.391869 2.2 -1.2 0.6 0.094
H 0.530146 -0.396512 -2.218600 0.9 1.0 1.9 0.167
H 1.149195 1.283603 -1.738318 -0.9 -0.5 0.8 0.149
H 1.970957 1.218922 0.533027 -0.8 0.2 1.3 0.154
H 0.262456 2.025619 0.583512 1.5 -1.4 0.4 0.173
H 0.600120 0.779967 1.865847 1.2 0.6 -0.5 0.128
H -2.714168 -0.187792 1.286824 1.0 0.5 -1.0 0.193
H -1.316125 -0.188316 2.121113 0.6 0.3 -1.6 0.184
H -2.842367 -0.084697 -1.012845 2.7 1.0 -0.8 0.243
H -1.389919 0.233172 -2.004634 0.8 0.2 -2.1 0.108
```
Forces are in eV/Å.

Values from the calculation:
**ΔE to the lowest compared entry with this formula, charge and spin**: 3.895 eV
**DFT total energy**: -8809.6819 eV
**Net charge**: +2

***

No. 9
C4H13N3O | wB97M-V/def2-TZVPD

Geometry as XYZ:
```
21
Properties=species:S:1:pos:R:3:forces:R:3:lowdin_charge:R:1
C 0.344545 -0.775772 -1.217117 1.0 -1.3 1.2 -0.458
C -2.027681 -0.157084 0.696061 0.1 -0.2 -0.5 -0.009
C -0.724078 0.580233 0.561080 0.4 1.1 1.7 -0.511
N 1.551314 -0.055388 -1.543233 0.3 0.1 0.6 -0.018
N -0.598426 -0.604826 -2.320749 -0.8 0.0 0.4 -0.007
O -0.587264 1.713632 0.142852 0.1 -1.7 0.3 0.082
H 0.569664 -1.854506 -1.187186 0.1 0.0 -0.4 0.093
H 1.391402 0.931887 -1.352967 0.2 -0.1 -0.5 0.049
H 1.821315 -0.218242 -2.510187 -0.1 0.4 0.1 0.062
H -1.412120 -1.204428 -2.213044 0.0 0.0 0.0 0.052
H -0.940240 0.352531 -2.339457 0.0 0.0 0.0 0.055
H -2.638096 0.016308 -0.189037 0.0 0.0 0.1 0.085
H -1.881465 -1.231040 0.821614 0.1 0.1 0.0 0.088
H -2.551753 0.224158 1.578263 0.1 0.1 -0.1 0.096
C 1.508088 0.764526 1.751414 -0.1 0.2 -0.2 -0.079
N 0.358949 -0.081637 1.415332 -0.6 1.0 0.8 -0.085
H 0.005415 -0.614380 2.207106 -0.2 0.4 -0.1 0.130
H 0.408805 -0.733263 0.217040 -0.6 0.2 -3.3 0.138
H 1.201068 1.764463 2.059932 -0.1 0.0 0.1 0.082
H 2.124318 0.874625 0.860521 0.1 -0.1 0.1 0.070
H 2.076239 0.308202 2.561760 0.0 -0.1 -0.2 0.086
```
Forces are in eV/Å.

Values from the calculation:
**ΔE to the lowest compared entry with this formula, charge and spin**: 3.861 eV
**DFT total energy**: -10873.8166 eV

***

No. 10
C4H13N3O | wB97M-V/def2-TZVPD

Geometry as XYZ:
```
21
Properties=species:S:1:pos:R:3:forces:R:3:lowdin_charge:R:1
N -0.351566 1.094420 2.203647 -0.2 0.3 0.0 0.037
C 0.194178 0.126601 1.340920 0.2 0.8 0.2 -0.162
C -0.092309 0.070209 0.036837 0.3 0.0 0.2 -0.367
N -1.084611 0.842619 -0.623156 0.2 -0.6 -0.4 0.063
C 0.809274 -0.646171 -0.925929 1.1 -1.3 0.1 -0.167
C 0.900854 -2.189771 -0.740490 -1.5 1.0 -1.4 -0.260
N -0.318277 -2.860130 -1.219898 0.1 -0.7 0.9 -0.013
H -1.250460 1.437995 1.949007 -0.5 0.2 -0.2 0.060
H -0.289939 1.076923 3.204894 0.4 -0.7 0.0 0.078
H 1.065959 -0.375180 1.733725 0.0 -0.1 -0.1 0.116
H -1.437433 0.289248 -1.389950 -0.3 0.2 -0.1 0.086
H -1.842853 1.238110 -0.089596 0.0 -0.1 0.2 0.087
H 1.865522 -0.344803 -0.884638 -0.3 0.6 0.3 0.113
H 0.528946 -0.441264 -1.959988 -0.2 0.0 0.0 0.106
H 1.061307 -2.415094 0.308573 0.2 -0.3 0.0 0.103
H 1.695397 -2.550094 -1.385337 0.5 -0.1 0.3 0.097
H -0.741309 -2.473036 -2.046880 0.2 0.3 -0.1 0.053
H -1.017114 -2.930179 -0.496309 -0.1 0.1 0.0 0.055
O 0.159946 3.159089 -0.068911 0.2 2.8 -0.4 -0.076
H 0.344951 3.044428 0.860082 0.0 -1.2 -0.1 0.010
H -0.000252 2.434562 -0.663997 -0.1 -1.0 0.7 -0.017
```
Forces are in eV/Å.

Values from the calculation:
**ΔE to the lowest compared entry with this formula, charge and spin**: 1.974 eV
**DFT total energy**: -10875.7032 eV